(1)
A molecular structure, C32H44GeN5OPd. Source: the OMol25 dataset; level of theory: ωB97M-V/def2-TZVPD.

Atoms and positions in Å:
Pd1 10.7266 13.5636 9.5314
N1 10.1881 11.7521 9.2313
C1 8.9636 11.4792 9.0723
C2 7.8045 12.4736 9.2745
C3 7.7853 13.7348 8.6355
C4 6.6909 14.5848 8.8166
C5 5.6675 14.2713 9.7073
C6 5.7300 13.0910 10.4312
C7 6.8172 12.2050 10.2382
C8 8.6294 10.1059 8.6652
C9 7.3713 9.7245 8.1845
C10 7.1721 8.4004 7.7692
C11 8.1885 7.4667 7.9033
C12 9.4256 7.8220 8.4289
C13 9.6684 9.1610 8.7350
H1 8.6399 14.0815 8.0962
H2 6.6992 15.5700 8.3312
H3 4.8481 14.9525 9.8426
H4 4.9461 12.9024 11.1497
H5 6.9149 11.3032 10.8093
H6 6.5726 10.4450 8.1126
H7 6.1994 8.0916 7.4061
H8 8.0196 6.4452 7.5324
H9 10.1680 7.0646 8.6161
H10 10.6816 9.4813 8.9683
C14 9.5417 15.6531 15.7955
N2 9.3172 14.9081 14.5491
N3 10.2876 13.9828 14.0377
C15 10.2555 13.9819 12.6647
O1 11.0512 13.3313 11.9323
C16 9.1838 14.8808 12.3051
C17 8.6833 15.4270 13.4692
C18 7.5009 16.3461 13.6431
C19 10.8672 13.0281 14.8797
C20 12.1041 12.4614 14.5103
C21 12.7216 11.5352 15.3416
C22 12.1361 11.1110 16.5357
C23 10.9052 11.6575 16.8743
C24 10.2243 12.5680 16.0537
H11 10.3661 15.2857 16.4109
H12 8.6129 15.6611 16.3841
H13 9.8018 16.6834 15.5468
H14 8.8569 15.0851 11.2863
H15 6.9587 16.4059 12.6901
H16 7.7847 17.3381 13.9714
H17 6.8252 15.9563 14.4117
H18 12.5133 12.7821 13.5564
H19 13.6270 11.0774 15.0177
H20 12.6405 10.3970 17.1902
H21 10.4911 11.4190 17.8178
H22 9.1929 12.7914 16.2858
C25 10.0685 18.4215 9.6147
Ge1 11.4246 17.0654 9.9342
C26 11.9486 17.1020 11.7635
C27 12.9865 17.5868 8.7987
C28 10.8249 15.3511 8.9566
H23 10.3807 19.4194 9.9479
H24 9.1189 18.2238 10.1453
H25 9.8673 18.3752 8.5257
H26 12.4023 18.0857 11.9874
H27 12.7272 16.3451 11.9031
H28 11.1158 16.9379 12.4847
H29 13.2551 18.5986 9.0795
H30 12.7138 17.5455 7.7155
H31 13.8184 16.8981 8.9868
H32 10.8090 15.3737 7.8246
C29 15.8523 13.5097 8.7650
C30 14.6661 13.7636 7.7717
C31 14.4815 12.5495 6.8571
C32 14.9565 14.9580 6.8647
N4 13.4379 14.0561 8.5140
N5 12.7332 13.0654 9.1431
H33 16.7454 13.4894 8.1500
H34 15.7714 12.4917 9.2259
H35 16.0008 14.2169 9.6032
H36 15.1596 12.6101 6.0016
H37 13.4287 12.5437 6.5041
H38 14.6731 11.6172 7.4088
H39 15.8688 14.7591 6.2947
H40 15.0643 15.9360 7.3663
H41 14.1701 15.0726 6.1310
H42 12.7695 14.7852 8.2259
H43 13.1115 12.7640 10.0359
H44 12.5524 12.2282 8.5515

## Properties
**Electronic energy**: -3799.09491 hartree
**Multiplicity**: 5
**HOMO-LUMO gap (alpha / beta)**: 7.77 / 6.47 eV
**Net charge**: +1
**HOMO level (alpha / beta)**: -10.05 / -10.99 eV

Results of the Löwdin charge analysis, in e, for atoms 1 through 2: atom 1 (Pd): 1.00, atom 2 (N): 0.04

***

(2)
C2H2O in the gas phase. Source: the OMol25 dataset; level of theory: ωB97M-V/def2-TZVPD.

Atoms and positions in Å:
C1 0.4944 -0.2242 0.2137
C2 -0.6021 0.0999 -0.6784
O1 -0.3854 -0.3587 1.1746
H1 1.5894 -0.4819 0.1328
H2 -1.0963 0.9648 -0.8427

## Properties
**Electronic energy**: -152.46408 hartree
**HOMO-LUMO gap (alpha / beta)**: 9.09 / 9.10 eV
**Net charge**: 0
**HOMO level (alpha / beta)**: -9.03 / -9.03 eV

Results of the Löwdin charge analysis, in e, for atoms 1 through 2: atom 1 (C): -0.24, atom 2 (C): 0.19

***

(3)
C4H9NOS in the gas phase. Source: the OMol25 dataset; level of theory: ωB97M-V/def2-TZVPD.

Atoms and positions in Å:
C1 -1.0850 0.7952 -0.4336
C2 0.2955 0.2104 -0.0315
C3 0.7678 -0.8658 -1.0510
S1 1.3010 -0.1359 -2.6020
N1 0.3607 -0.4514 1.2657
C4 -0.1917 0.0909 2.3911
O1 -0.8891 1.0745 2.4194
H1 -1.1511 0.6311 -1.5068
H2 -1.0731 1.8742 -0.3470
H3 -1.8753 0.2763 0.0999
H4 0.9919 1.0447 -0.1063
H5 1.7475 -1.1729 -0.6690
H6 0.1215 -1.7224 -0.8486
H7 0.1687 0.3835 -3.0962
H8 0.5509 -1.4396 1.2687
H9 -0.0402 -0.5928 3.2470

## Properties
**Electronic energy**: -685.97667 hartree
**SMILES**: C[C@H](CS)NC=O
**HOMO-LUMO gap**: 10.23 eV
**Net charge**: 0
**HOMO level**: -9.46 eV

Results of the Löwdin charge analysis, in e, for atoms 1 through 2: atom 1 (C): -0.05, atom 2 (C): -0.43

***

(4)
C19H23N5O in the gas phase. Source: the OMol25 dataset; level of theory: ωB97M-V/def2-TZVPD.

Atoms and positions in Å:
C1 -1.5845 -4.0492 1.4844
C2 -1.0649 -2.9060 0.6728
C3 0.2414 -2.9316 0.1651
C4 0.7208 -1.8727 -0.5929
N1 1.9693 -1.8890 -1.1055
C5 2.6518 -0.8804 -1.8801
C6 3.8713 -0.2872 -1.1399
N2 3.6219 0.6930 -0.1116
C7 3.0070 1.9278 -0.5690
C8 3.1245 2.9592 0.5555
O1 2.5035 2.5080 1.7367
C9 3.0612 1.2864 2.1564
C10 2.9276 0.2172 1.0693
N3 -0.1403 -0.8390 -0.7865
N4 0.0788 0.2997 -1.4591
C11 -1.0431 0.9931 -1.3681
C12 -2.0378 0.3343 -0.6349
C13 -3.3843 0.7892 -0.3403
C14 -4.2639 -0.0242 0.3757
C15 -5.5474 0.4038 0.6527
C16 -5.9803 1.6478 0.2232
C17 -5.1150 2.4632 -0.4867
C18 -3.8297 2.0411 -0.7670
C19 -1.4329 -0.8719 -0.2533
N5 -1.8792 -1.8975 0.4628
H1 -2.6040 -3.8407 1.7933
H2 -1.5665 -4.9664 0.8980
H3 -0.9640 -4.1987 2.3664
H4 0.8826 -3.7773 0.3551
H5 2.5209 -2.6946 -0.8499
H6 3.0076 -1.3433 -2.8080
H7 1.9369 -0.0956 -2.1257
H8 4.4425 -1.1026 -0.6821
H9 4.5104 0.1929 -1.8864
H10 3.5409 2.2858 -1.4513
H11 1.9432 1.7919 -0.8202
H12 2.6223 3.8887 0.2831
H13 4.1895 3.1592 0.7504
H14 2.5185 0.9948 3.0573
H15 4.1269 1.4240 2.3956
H16 3.3855 -0.7143 1.4094
H17 1.8546 0.0486 0.8863
H18 -1.0872 1.9538 -1.8427
H19 -3.9214 -0.9911 0.7081
H20 -6.2177 -0.2372 1.2079
H21 -6.9850 1.9807 0.4404
H22 -5.4444 3.4359 -0.8243
H23 -3.1677 2.6903 -1.3201

## Properties
**Electronic energy**: -1086.81525 hartree
**SMILES**: Cc1cc(NCCN2CCOCC2)n2ncc(-c3ccccc3)c2n1
**HOMO-LUMO gap**: 7.96 eV
**Net charge**: 0
**HOMO level**: -7.35 eV

Results of the Löwdin charge analysis, in e, for atoms 1 through 2: atom 1 (C): -0.03, atom 2 (C): -0.33

***

(5)
A molecular structure, C24H52FN2O5PSSi2. Source: the OMol25 dataset; level of theory: ωB97M-V/def2-TZVPD.

Atoms and positions in Å:
C1 6.6289 3.3852 -0.2822
C2 5.9432 2.6274 -1.3761
O1 5.9210 3.0230 -2.5344
O2 5.3684 1.4721 -0.9776
C3 4.0065 1.3157 -1.4723
C4 3.2144 0.4462 -0.5297
C5 2.1403 1.1767 0.2847
C6 2.5470 2.5856 0.7938
Si1 1.5080 3.8749 -0.0739
O3 1.3419 3.3573 -1.6758
Si2 0.5691 4.3356 -2.7307
F1 0.6161 5.8546 -2.2991
P1 -1.5602 3.6005 -2.8462
S1 -1.5628 1.8320 -3.6972
H1 7.0097 4.3095 -0.6774
H2 7.4541 2.7942 0.0912
H3 5.9288 3.6166 0.5088
H4 3.5780 2.2978 -1.5971
H5 4.0578 0.8693 -2.4537
H6 3.8517 -0.0976 0.1514
H7 2.7054 -0.2890 -1.1395
H8 1.9560 0.5778 1.1669
H9 1.1987 1.1844 -0.2439
H10 2.3600 2.6209 1.8579
H11 3.6061 2.7668 0.6575
H12 2.1613 5.1930 0.0276
H13 0.1801 3.8301 0.5720
H14 1.1685 4.1393 -4.0515
H15 -2.1265 3.5615 -1.5577
H16 -2.3373 4.4603 -3.6426
C7 -2.4943 -0.0506 5.0571
C8 -2.3239 1.3736 4.4642
C9 -3.6723 2.0928 4.3899
C10 -4.5911 1.5655 3.2918
C11 -3.8744 1.5664 1.9425
C12 -2.5407 0.8226 1.9829
N1 -1.6908 1.3060 3.1129
O4 -1.1593 2.4406 2.8230
C13 -2.7983 -0.6880 2.0921
C14 -1.8241 1.0004 0.6529
C15 -1.4207 2.1355 5.4256
H17 -2.1371 -0.0906 6.0844
H18 -3.5339 -0.3796 5.0688
H19 -1.9128 -0.7895 4.5095
H20 -3.5016 3.1605 4.2204
H21 -4.1682 2.0104 5.3589
H22 -4.9456 0.5602 3.5351
H23 -5.4820 2.1929 3.2299
H24 -4.5123 1.1133 1.1819
H25 -3.7029 2.6019 1.6306
H26 -1.8633 -1.2289 2.2377
H27 -3.2517 -1.0529 1.1720
H28 -3.4774 -0.9589 2.8984
H29 -1.6635 2.0494 0.4028
H30 -2.4191 0.5670 -0.1497
H31 -0.8544 0.5014 0.6504
H32 -0.4309 1.6798 5.4760
H33 -1.8608 2.1107 6.4215
H34 -1.3017 3.1785 5.1411
C16 -0.2919 -4.3287 -4.2753
C17 0.3238 -3.2441 -3.3517
C18 1.6839 -3.6997 -2.8210
C19 1.5978 -4.7971 -1.7663
C20 0.6592 -4.3845 -0.6366
C21 -0.7209 -3.9609 -1.1382
N2 -0.6076 -2.9364 -2.2205
O5 -0.3484 -1.7788 -1.7165
C22 -1.4915 -5.2026 -1.6240
C23 -1.5276 -3.4121 0.0296
C24 0.5410 -2.0170 -4.2289
H35 -0.2143 -4.0392 -5.3212
H36 0.2017 -5.2965 -4.1757
H37 -1.3534 -4.4697 -4.0827
H38 2.2092 -2.8398 -2.3929
H39 2.2909 -4.0440 -3.6603
H40 1.2651 -5.7377 -2.2140
H41 2.5922 -4.9913 -1.3601
H42 0.5445 -5.2080 0.0707
H43 1.1125 -3.5567 -0.0816
H44 -2.4391 -4.9133 -2.0800
H45 -1.7128 -5.8528 -0.7781
H46 -0.9387 -5.8033 -2.3425
H47 -1.0240 -2.5908 0.5341
H48 -1.6778 -4.2007 0.7665
H49 -2.5093 -3.0646 -0.2960
H50 -0.4023 -1.6258 -4.6115
H51 1.1606 -2.3046 -5.0775
H52 1.0520 -1.2112 -3.7058

## Properties
**Electronic energy**: -2849.78353 hartree
**Multiplicity**: 3
**HOMO-LUMO gap (alpha / beta)**: 9.00 / 8.65 eV
**Net charge**: 0
**HOMO level (alpha / beta)**: -8.34 / -8.37 eV

Results of the Löwdin charge analysis, in e, for atoms 1 through 2: atom 1 (C): 0.02, atom 2 (C): -0.53

***

(6)
H3OP in the gas phase. Source: the OMol25 dataset; level of theory: ωB97M-V/def2-TZVPD.

Atoms and positions in Å:
O1 0.7514 -0.6029 -0.4368
P1 -0.7354 0.0301 -0.0602
H1 0.7976 -1.5005 -0.2614
H2 -0.4781 0.6799 1.2019
H3 -0.3354 1.3935 -0.4435

## Properties
**Electronic energy**: -418.36203 hartree
**SMILES**: OP
**HOMO-LUMO gap**: 10.58 eV
**Net charge**: 0
**HOMO level**: -9.83 eV

Results of the Löwdin charge analysis, in e, for atoms 1 through 2: atom 1 (O): -0.45, atom 2 (P): 0.70

***

(7)
3 unconnected molecules or ions with the total composition C2H9N4. Source: the OMol25 dataset; level of theory: ωB97M-V/def2-TZVPD.

Atoms and positions in Å:
C1 -2.7930 0.6145 0.3517
C2 -0.0825 -1.2449 -0.4766
N1 -3.8918 0.6306 0.0041
N2 1.0759 -1.5358 -1.0861
N3 -0.1298 -0.3840 0.4825
N4 1.9649 1.2330 0.6328
H1 -1.0088 -1.7343 -0.7721
H2 -4.9195 0.7611 -0.1828
H3 1.9348 -1.1111 -0.6599
H4 1.2298 -2.3832 -1.5924
H5 -1.0287 0.1297 0.7834
H6 0.7425 0.1058 0.7548
H7 2.0145 1.9808 1.3501
H8 1.8654 1.8820 -0.1448
H9 3.0263 1.0557 0.5554

## Properties
**Electronic energy**: -300.36473 hartree
**HOMO-LUMO gap**: 12.09 eV
**Net charge**: +1
**HOMO level**: -14.74 eV

Results of the Löwdin charge analysis, in e, for atoms 1 through 2: atom 1 (C): 0.00, atom 2 (C): -0.20

***

(8)
5 unconnected molecules or ions with the total composition C2H15NO4. Source: the OMol25 dataset; level of theory: ωB97M-V/def2-TZVPD.

Atoms and positions in Å:
C1 -0.8318 -1.3353 1.2614
C2 -1.9136 -0.7004 0.3415
N1 -1.3541 -0.2991 -0.9669
H1 -0.2430 -1.9065 0.5434
H2 -1.2601 -1.9784 2.0257
H3 -0.3081 -0.5406 1.7825
H4 -2.2689 0.2098 0.8364
H5 -2.8154 -1.3183 0.2871
H6 -2.0575 -0.4280 -1.6822
H7 -0.6979 -1.0356 -1.2255
O1 -2.0675 -2.9845 -2.6775
H8 -2.4668 -3.6522 -2.1182
H9 -2.6131 -2.2084 -2.5629
O2 4.5477 5.7959 0.4887
H10 3.9430 5.1352 0.1479
H11 4.0114 6.4563 0.9412
O3 2.2877 -1.4364 1.1862
H12 1.5327 -1.0518 0.7275
H13 3.0105 -1.2135 0.5914
O4 0.6168 1.3491 0.3933
H14 0.0379 0.9758 -0.3009
H15 0.9101 2.1670 -0.0202

## Properties
**Electronic energy**: -440.88171 hartree
**SMILES**: CCN.O.O.O.O
**HOMO-LUMO gap**: 10.67 eV
**Net charge**: 0
**HOMO level**: -10.26 eV

Results of the Löwdin charge analysis, in e, for atoms 1 through 2: atom 1 (C): -0.09, atom 2 (C): -0.31

***

(9)
A molecular structure, C26H26FN5O5STi. Source: the OMol25 dataset; level of theory: ωB97M-V/def2-TZVPD.

Atoms and positions in Å:
Ti1 -0.9652 0.9463 0.2448
O1 -1.2471 3.0669 0.8859
C1 -1.1605 3.4484 2.2862
C2 -1.4882 2.2309 3.0727
N1 -0.7509 1.0385 2.6213
C3 -1.2110 -0.2533 3.1440
C4 -0.9829 -1.3509 2.0871
O2 -1.1833 -2.5005 2.3673
O3 -0.7339 -0.9043 0.8815
C5 0.7078 1.1720 2.8233
C6 1.3720 1.9687 1.7210
O4 2.1629 2.8476 1.8978
O5 0.8347 1.6235 0.5952
H1 -0.6310 3.6265 0.3719
H2 -1.8096 4.3123 2.5065
H3 -0.1585 3.7660 2.4888
H4 -2.5164 1.9469 3.0279
H5 -1.3084 2.4840 4.1365
H6 -2.2223 -0.3007 3.2909
H7 -0.7174 -0.5127 4.0760
H8 1.1409 0.1626 2.9087
H9 0.8030 1.7318 3.7728
S1 -1.2695 2.0308 -1.9037
C7 0.3360 1.5865 -2.4651
N2 1.0551 2.4624 -3.0255
N3 2.2509 2.0180 -3.5593
C8 3.2913 1.5682 -2.7259
C9 4.3599 0.8942 -3.2806
C10 5.4673 0.5792 -2.5478
C11 5.4018 0.7497 -1.1742
C12 4.3569 1.4645 -0.5724
C13 3.2658 1.7996 -1.3418
N4 0.7819 0.2391 -2.2812
N5 0.3277 -0.2992 -1.3072
C14 0.7146 -1.7198 -1.1768
C15 -0.2043 -2.7866 -0.9560
C16 0.2156 -4.0436 -0.7309
C17 1.5951 -4.3233 -0.7526
C18 2.5041 -3.3209 -0.9641
C19 2.0666 -1.9989 -1.0722
H10 2.6249 2.7223 -4.1864
H11 4.3731 0.8079 -4.3733
H12 6.3660 0.1945 -3.0027
H13 6.2971 0.6112 -0.5844
H14 4.4190 1.7982 0.4514
H15 2.4977 2.3206 -0.9376
H16 -1.2882 -2.6168 -0.9008
H17 -0.5546 -4.8153 -0.5183
H18 1.8905 -5.2954 -0.4762
H19 3.5344 -3.5239 -1.1209
H20 2.7684 -1.1842 -1.1992
F1 -5.0297 -4.1858 -1.1773
C20 -4.6511 -2.9960 -0.8048
C21 -4.5835 -1.9403 -1.6939
C22 -4.0710 -0.7331 -1.2528
C23 -3.7305 -0.5072 0.0441
C24 -3.1465 0.8013 0.6342
C25 -3.9002 -1.5622 0.9190
C26 -4.3502 -2.8142 0.5437
H21 -4.8233 -2.0629 -2.7792
H22 -4.0021 0.0149 -1.9851
H23 -3.4964 0.8685 1.6726
H24 -3.4630 1.7366 0.1381
H25 -3.6125 -1.4161 1.9777
H26 -4.5198 -3.6727 1.2414

## Properties
**Electronic energy**: -3003.88236 hartree
**HOMO-LUMO gap**: 7.07 eV
**Net charge**: 0
**HOMO level**: -7.95 eV

Results of the Löwdin charge analysis, in e, for atoms 1 through 2: atom 1 (Ti): 0.95, atom 2 (O): -0.19

***

(10)
2 unconnected molecules or ions with the total composition CH2N2OS2. Source: the OMol25 dataset; level of theory: ωB97M-V/def2-TZVPD.

Atoms and positions in Å:
C1 -1.4058 -0.2692 -0.3042
N1 -0.4530 -0.7305 0.4016
N2 0.4029 -1.0461 1.0680
O1 1.2178 1.3607 1.1840
S1 2.6451 -0.0235 -0.8292
S2 1.4753 1.3896 -0.2349
H1 -1.3986 -0.3406 -1.3503
H2 -2.4837 -0.3404 0.0650

## Properties
**Electronic energy**: -1020.31874 hartree
**HOMO-LUMO gap**: 7.19 eV
**Net charge**: 0
**HOMO level**: -8.98 eV

Results of the Löwdin charge analysis, in e, for atoms 1 through 2: atom 1 (C): -0.08, atom 2 (N): -0.24

***

(11)
2 unconnected molecules or ions with the total composition C3H10O. Source: the OMol25 dataset; level of theory: ωB97M-V/def2-TZVPD.

Atoms and positions in Å:
C1 2.1134 -0.2234 -0.4578
C2 1.6048 0.6942 0.6671
H1 1.4807 -0.6155 -1.2544
H2 2.3808 -1.0952 0.0385
H3 2.9443 0.3212 -0.9063
H4 0.6374 0.3055 1.1091
H5 2.3036 0.9424 1.4990
H6 1.2971 1.7082 0.1072
C3 -2.0103 -0.8801 0.0382
O1 -1.8081 0.5052 -0.2707
H7 -2.9776 -1.1244 0.6083
H8 -1.8221 -1.5673 -0.8959
H9 -1.1780 -1.1077 0.7679
H10 -0.8489 0.6476 -0.3924

## Properties
**Electronic energy**: -195.47827 hartree
**SMILES**: CC.CO
**HOMO-LUMO gap**: 11.23 eV
**Net charge**: 0
**HOMO level**: -10.28 eV

Results of the Löwdin charge analysis, in e, for atoms 1 through 2: atom 1 (C): -0.17, atom 2 (C): -0.18

***

(12)
2 unconnected molecules or ions with the total composition C2H6N3O. Source: the OMol25 dataset; level of theory: ωB97M-V/def2-TZVPD.

Atoms and positions in Å:
C1 -2.2917 -0.0341 -0.0078
C2 3.4932 0.1338 -0.0285
N1 -1.2358 -0.4187 0.1440
N2 -3.4179 0.4691 -0.1118
N3 -0.0088 -0.7576 0.0638
O1 2.3105 0.3805 -0.0312
H1 4.1983 0.8897 0.1463
H2 3.7233 -0.9670 -0.2830
H3 -3.5587 1.4498 0.2734
H4 -4.2067 0.0179 -0.5032
H5 0.4864 -1.0156 0.9313
H6 0.5078 -0.1478 -0.5933

## Properties
**Electronic energy**: -318.82346 hartree
**Multiplicity**: 3
**HOMO-LUMO gap (alpha / beta)**: 6.70 / 9.15 eV
**Net charge**: +1
**HOMO level (alpha / beta)**: -10.15 / -15.11 eV

Results of the Löwdin charge analysis, in e, for atoms 1 through 2: atom 1 (C): -0.11, atom 2 (C): -0.17

***

The following max |F| values (in eV/Å) correspond, in order, to the records above: 4.11, 7.06, 2.27, 0.94, 2.02, 2.80, 3.94, 1.68, 2.93, 3.51, 3.78, 5.78.